Below is a 2-piece molecular cluster, C5H14N2 overall in a non-equilibrium geometry, with properties calculated with wB97M-V/def2-TZVPD.

Summary:
- spin multiplicity = 3
- HOMO level (spin up / spin down) (eV) = -17.1 / -20.9
- LUMO (spin up / spin down) (eV) = -7.00 / -14.33
- charge = +2
- orbital gap (spin up / spin down) (eV) = 10.08 / 6.60

XYZ file:
```
21
Properties=species:S:1:pos:R:3:forces:R:3:mulliken_charge:R:1
C 0.0661 0.7240 0.3549 -1.4 2.5 -2.1 -0.165
C 2.5898 -0.0062 -0.6795 -3.5 1.4 -1.6 -0.640
C -0.8677 0.7045 1.3481 -1.8 -0.5 3.0 -0.359
C -1.3423 -1.3920 -0.0313 1.9 -2.5 -2.0 -0.824
C -1.9829 0.6088 -0.9796 -0.4 2.4 -1.8 -1.057
N 1.8413 -0.1589 0.5913 7.5 -3.8 -3.5 -0.109
N -1.1083 0.0396 0.0310 -3.0 0.4 -2.1 0.265
H 0.3588 1.6469 -0.1033 0.1 0.1 -0.8 0.397
H 2.0816 -0.6719 -1.4723 0.9 0.5 1.0 0.344
H 3.6641 -0.2572 -0.7016 0.1 -0.3 0.6 0.372
H 2.4286 1.0791 -1.0557 0.7 -1.7 0.8 0.318
H -0.8584 -0.1202 2.0555 -0.2 0.3 0.7 0.244
H 2.0623 0.6147 1.1085 -0.1 2.5 2.7 0.348
H -1.3652 1.6269 1.6174 -0.4 0.0 0.2 0.301
H -2.4276 -1.7686 -0.1505 1.8 1.2 0.3 0.318
H -0.6536 -1.7282 -0.9306 -1.8 0.3 1.4 0.331
H -0.8366 -1.7868 0.8131 0.0 -1.0 1.0 0.365
H -1.7266 0.3332 -2.0583 0.3 0.6 1.6 0.372
H -2.9970 0.3408 -0.8887 -1.2 -1.4 0.6 0.434
H -2.1394 1.6764 -0.7794 1.0 0.1 -0.6 0.397
H 1.9730 -1.0728 0.9817 -0.4 -0.8 0.8 0.350
```
Positions in Å, forces in eV/Å.



Below is C11H18AuN3O6PTe as an isolated structure in a non-equilibrium geometry, with properties calculated with wB97M-V/def2-TZVPD.

Summary:
- HOMO level (eV) = -3.6
- LUMO (eV) = 2.47
- charge = -1
- orbital gap (eV) = 6.04

XYZ file:
```
41
Properties=species:S:1:pos:R:3:forces:R:3:mulliken_charge:R:1
Au 0.0993 -0.2136 -1.3015 -0.4 -0.2 0.1 0.249
O 1.6589 2.2801 -0.1863 -0.3 -0.1 -0.5 -0.448
C 1.0592 1.9680 0.9000 0.6 -0.2 0.9 0.609
O 1.5892 1.4664 1.8961 -0.1 0.0 -0.4 -0.812
C -0.9429 2.3063 -0.3448 -0.1 -0.2 -0.1 1.304
C -1.8602 3.4704 -0.3300 -0.1 0.0 0.1 -1.420
C -3.1916 3.2784 -0.2732 0.1 0.0 0.0 -0.144
C -3.7496 1.9660 -0.2991 -0.2 -0.1 0.0 -0.735
C -2.8894 0.9174 -0.4754 0.1 -0.1 0.0 -0.536
N -1.5629 1.0360 -0.5886 0.4 0.1 0.1 -0.281
H -1.4065 4.4530 -0.3286 0.0 0.0 0.0 0.362
H -3.8551 4.1365 -0.2318 0.0 0.0 0.0 0.409
H -4.8168 1.8060 -0.2411 0.0 0.0 0.0 0.314
H -3.2602 -0.0997 -0.5639 -0.1 0.0 0.0 0.369
C -2.3009 1.0440 -3.9072 0.1 0.2 0.1 -0.986
C -1.1492 2.0246 -4.0628 -0.1 -0.2 -0.2 -0.214
O -0.8412 2.6709 -2.8522 0.4 -0.1 0.2 -0.169
P 0.3769 2.4359 -1.7268 -0.1 1.0 0.2 0.977
O -0.2586 2.2427 0.9469 -0.3 0.0 -0.3 -0.423
Te 1.8891 0.9062 -2.8751 0.2 -0.4 -0.1 -0.499
O 0.9009 3.9716 -1.7736 0.0 0.2 0.0 -0.425
C 1.2170 4.5843 -3.0113 -0.1 0.1 -0.1 0.130
C 1.6211 6.0206 -2.7461 0.0 -0.1 0.1 -1.367
H -2.6318 0.7046 -4.8918 0.0 0.0 0.0 0.461
H -3.1332 1.5239 -3.3896 0.0 0.0 0.0 0.211
H -1.9815 0.1858 -3.3150 0.0 0.0 0.0 0.076
H -1.4241 2.8095 -4.7788 0.0 0.0 0.0 0.320
H -0.2710 1.5038 -4.4557 0.0 0.1 0.0 0.243
H 0.3533 4.5505 -3.6805 0.0 0.0 0.0 0.121
H 2.0371 4.0370 -3.4888 0.0 0.0 0.0 0.217
H 0.8266 6.5394 -2.2085 0.0 0.0 0.0 0.310
H 1.8002 6.5310 -3.6939 0.0 0.0 0.0 0.411
H 2.5298 6.0611 -2.1451 0.0 0.0 0.0 0.301
N 2.4170 -3.7416 0.4346 0.0 0.1 0.2 -0.520
C 1.8494 -2.4746 0.3561 -0.4 -0.4 -0.6 0.652
N 2.3898 -1.5572 1.1607 0.2 0.9 0.4 -0.199
O 0.8945 -2.3075 -0.4082 0.2 0.0 0.3 -0.632
H 3.3738 -3.8094 0.7333 0.1 0.0 0.0 0.201
H 2.1529 -4.3489 -0.3201 0.0 0.0 -0.1 0.256
H 3.1630 -1.8045 1.7505 0.0 0.0 0.0 0.168
H 2.0809 -0.5783 1.2354 -0.1 -0.4 -0.2 0.140
```
Positions in Å, forces in eV/Å.



Below is C18H19IN4O7PdS as an isolated structure in a non-equilibrium geometry, with properties calculated with wB97M-V/def2-TZVPD.

Summary:
- HOMO level (eV) = -6.6
- LUMO (eV) = -2.29
- charge = 0
- orbital gap (eV) = 4.34

XYZ file:
```
51
Properties=species:S:1:pos:R:3:forces:R:3:mulliken_charge:R:1
Pd 1.1384 0.4288 -0.7830 -0.4 0.0 0.1 0.674
C -1.0856 -2.9262 -2.9905 0.3 -0.1 -0.2 -0.949
N -1.8936 -2.2994 -1.9683 -0.4 -0.4 0.7 -0.204
C -1.7578 -1.0183 -1.6262 0.5 1.1 -1.4 0.505
S -0.8233 0.0449 -2.5704 -0.9 -0.1 -0.2 -0.496
N -2.4422 -0.5117 -0.5964 -0.3 0.2 0.8 -0.072
C -3.3163 -1.2459 0.2897 0.0 -0.2 -0.2 -1.236
H -1.4988 -3.9037 -3.2237 -0.1 0.0 0.1 0.353
H -0.0522 -3.0463 -2.6511 -0.1 0.0 0.0 0.271
H -1.0923 -2.3087 -3.8875 0.0 -0.1 0.0 0.352
H -2.4261 -2.9082 -1.3639 0.1 0.1 0.0 0.237
H -2.2797 0.4690 -0.3994 0.0 -0.3 -0.4 0.305
H -4.0918 -1.7597 -0.2834 -0.1 0.0 0.1 0.434
H -3.7897 -0.5367 0.9642 -0.1 -0.1 0.0 0.349
H -2.7678 -1.9807 0.8879 0.0 0.0 0.0 0.363
O -0.2810 1.1209 0.5756 -0.6 -1.7 3.4 -0.928
C -0.4507 0.2692 1.5052 2.4 0.2 -5.1 1.158
O 0.1481 -0.9731 1.3654 -2.2 1.2 3.2 -0.356
C -1.3628 0.4423 2.5637 -2.0 0.4 2.4 0.068
C -1.4746 -0.4604 3.6511 0.6 0.6 -1.3 -0.301
C -2.4368 -0.2641 4.6023 -1.1 0.6 0.7 -0.477
C -3.3376 0.8073 4.4831 2.2 -0.3 -2.0 0.023
C -3.2213 1.7215 3.4257 -0.8 -0.2 1.1 -0.519
C -2.2386 1.5588 2.4972 1.2 -1.0 -0.5 -0.560
N -4.3776 0.9641 5.4198 -2.1 0.2 1.9 0.978
O -4.4400 0.1638 6.3473 0.1 0.4 -0.5 -0.593
O -5.1796 1.8786 5.2546 0.6 -0.5 0.0 -0.590
H -0.7852 -1.2891 3.7163 0.0 -0.1 0.0 0.538
H -2.5320 -0.9136 5.4593 0.0 -0.1 0.0 0.501
H -3.9228 2.5391 3.3796 0.0 0.1 -0.1 0.495
H -2.1219 2.2501 1.6777 0.0 0.1 -0.1 0.514
C 3.5938 3.7214 -0.1385 -0.2 -0.1 -0.2 -1.240
C 2.7320 2.4960 -0.3729 0.9 -0.4 1.2 1.136
O 2.0359 2.4148 -1.4114 -0.9 -0.2 -0.7 -0.777
O 2.7661 1.5736 0.4847 0.7 0.9 0.5 -0.702
H 4.1162 3.9763 -1.0574 0.0 0.1 0.0 0.329
H 4.3013 3.5327 0.6648 0.0 0.0 0.0 0.298
H 2.9410 4.5494 0.1329 0.0 0.1 0.0 0.315
I 3.0279 -0.6650 -6.2896 0.0 0.0 0.4 0.064
C 3.4255 -0.5068 -4.2294 0.1 -0.1 -0.3 -0.583
C 4.7288 -0.5363 -3.7597 -0.1 0.1 0.1 -0.041
C 4.9282 -0.4724 -2.3882 -0.1 0.0 -0.2 -1.042
C 3.8305 -0.3758 -1.5497 0.3 -0.2 0.1 -0.089
N 2.5834 -0.3179 -2.0235 0.6 -0.4 -0.2 0.167
C 2.3747 -0.3907 -3.3366 0.0 -0.1 -0.3 0.146
H 5.5615 -0.6113 -4.4430 0.1 0.0 0.0 0.398
H 5.9257 -0.5010 -1.9763 0.0 0.0 0.1 0.403
H 3.9476 -0.3533 -0.4702 -0.1 0.1 -0.2 0.530
H 1.3434 -0.3734 -3.6751 0.1 0.1 0.1 0.181
O 1.2170 -2.2793 -0.1037 -0.8 0.1 1.3 -0.594
C 0.8124 -1.1936 0.2207 2.3 0.0 -4.2 0.266
```
Positions in Å, forces in eV/Å.